Record 1
This record from the OMol25 dataset describes a molecular structure, C8H13BN2Ti in a non-equilibrium geometry. The level of theory is ωB97M-V/def2-TZVPD.

ORCA input file:
```
! wB97M-V def2-TZVPD RIJCOSX def2/J DEFGRID3
* xyz -2 3
N -0.818 -1.476 -0.459
H 0.531 3.399 -0.067
B 0.187 0.282 4.217
H -1.149 -3.132 -1.708
C 0.910 -2.680 -1.031
Ti 0.037 0.483 -0.167
C -0.927 1.096 -2.088
H 0.092 1.308 4.872
H -1.829 -1.398 -0.279
H 2.301 1.983 -1.568
C 0.476 0.925 -2.372
H -1.747 0.561 -2.555
H -0.809 -3.529 0.021
C 1.220 1.820 -1.518
H -0.829 -0.402 4.281
N 0.419 0.864 1.617
H 1.172 -0.377 4.521
C 0.282 2.581 -0.751
H 1.567 -2.648 -0.160
C 0.331 0.639 2.776
C -0.553 -2.851 -0.821
H 0.904 0.319 -3.165
H 1.253 -2.282 -1.990
C -1.046 2.083 -1.029
H -1.975 2.430 -0.576
*
```

## Properties
DFT total energy   -1296.2657 Ha
Strongest force on any atom   0.1394 hartree/bohr
HOMO level (alpha / beta)   2.527 / 2.586 eV
Lowest unoccupied orbital energy (alpha / beta)   5.2 / 5.2 eV

The natural (NBO) scheme yields these atomic charges, measured in e:
1. N -0.997
2. H 0.216
3. B -0.597
4. H 0.121
5. C -0.981
6. Ti 0.877
7. C -0.307
8. H -0.016
9. H 0.256
10. H 0.213
11. C -0.317
12. H 0.225
13. H 0.128
14. C -0.375
15. H 0.011
16. N -0.589
17. H -0.004
18. C -0.352
19. H 0.164
20. C 0.402
21. C -0.254
22. H 0.223
23. H 0.153
24. C -0.418
25. H 0.216



Record 2
This record from the OMol25 dataset describes a molecular structure, C7H8ClN3O in a non-equilibrium geometry. The level of theory is ωB97M-V/def2-TZVPD.

ORCA input file:
```
! wB97M-V def2-TZVPD RIJCOSX def2/J DEFGRID3
* xyz 0 1
H 0.618 -1.908 2.112
H -2.952 -0.645 3.531
N -0.978 -1.372 3.237
H 0.597 1.548 1.008
O -0.452 -3.090 -1.919
H 2.321 1.381 0.321
H -0.210 2.083 -1.087
C -0.194 -1.220 2.243
C -0.509 -0.762 -0.133
H 0.858 -3.054 -0.297
N -0.911 -0.842 1.179
C 0.012 -2.756 -0.923
N -2.137 -0.541 1.540
C -2.123 -0.843 2.821
C 0.692 1.537 -1.142
C 0.701 0.069 -0.709
H 1.350 1.826 -1.923
H -1.426 -0.555 -0.755
C 1.212 1.131 0.235
Cl 1.917 -0.915 -1.548
*
```

## Properties
Energy above the lowest of the compared OMol25 structures with the same formula, charge and spin   88.5 kcal/mol
DFT total energy   -971.0684 Ha
Strongest force on any atom   0.1151 hartree/bohr
HOMO level   -8.388 eV
Lowest unoccupied orbital energy   0.3 eV

The natural (NBO) scheme yields these atomic charges, measured in e:
1. H 0.197
2. H 0.203
3. N -0.464
4. H 0.233
5. O -0.456
6. H 0.234
7. H 0.219
8. C 0.151
9. C -0.137
10. H 0.157
11. N -0.212
12. C 0.494
13. N -0.269
14. C 0.125
15. C -0.405
16. C -0.081
17. H 0.228
18. H 0.237
19. C -0.442
20. Cl -0.012



Record 3
This record from the OMol25 dataset describes C4H9NO in the gas phase. The level of theory is ωB97M-V/def2-TZVPD.

ORCA input file:
```
! wB97M-V def2-TZVPD RIJCOSX def2/J DEFGRID3
* xyz 0 1
C 0.978 -0.171 -0.330
H 2.779 0.689 -0.691
H -0.712 1.620 -1.262
N 1.805 0.918 -0.548
H -1.252 1.844 0.421
H -2.159 0.797 -0.672
C -0.937 -1.086 0.934
H 0.943 -1.954 -0.798
H -1.078 -0.557 1.891
H -1.920 -1.478 0.648
H -0.269 -1.926 1.150
C -0.333 -0.097 -0.032
H 1.669 1.657 0.128
C -1.144 1.114 -0.392
O 1.630 -1.370 -0.447
*
```

## Properties
Energy above the lowest of the compared OMol25 structures with the same formula, charge and spin   33.2 kcal/mol
DFT total energy   -287.7795 Ha
Strongest force on any atom   0.0089 hartree/bohr
SMILES   CC(C)=C(N)O
HOMO level   -7.445 eV
Lowest unoccupied orbital energy   0.9 eV

The natural (NBO) scheme yields these atomic charges, measured in e:
1. C 0.477
2. H 0.391
3. H 0.222
4. N -0.828
5. H 0.194
6. H 0.210
7. C -0.624
8. H 0.490
9. H 0.204
10. H 0.202
11. H 0.214
12. C -0.215
13. H 0.384
14. C -0.627
15. O -0.693



Record 4
This record from the OMol25 dataset describes C3H5NS2 in the gas phase in a non-equilibrium geometry. The level of theory is ωB97M-V/def2-TZVPD.

ORCA input file:
```
! wB97M-V def2-TZVPD RIJCOSX def2/J DEFGRID3
* xyz 0 1
C -1.172 -0.744 -0.175
H -0.978 -1.529 -0.920
C -0.145 -0.487 0.847
N 0.731 1.576 0.036
H 1.412 2.178 -0.481
S -2.597 0.043 -0.200
H 0.246 -1.454 1.223
S 2.397 -0.454 -0.255
C 1.003 0.278 0.207
H -0.549 0.101 1.673
H -0.168 1.954 0.249
*
```

## Properties
Energy above the lowest of the compared OMol25 structures with the same formula, charge and spin   15.9 kcal/mol
DFT total energy   -968.4198 Ha
Strongest force on any atom   0.0375 hartree/bohr
SMILES   NC(=S)CC=S
HOMO level   -8.600 eV
Lowest unoccupied orbital energy   -0.7 eV

The natural (NBO) scheme yields these atomic charges, measured in e:
1. C -0.225
2. H 0.215
3. C -0.569
4. N -0.771
5. H 0.418
6. S 0.044
7. H 0.263
8. S -0.135
9. C 0.124
10. H 0.235
11. H 0.402



Record 5
This record from the OMol25 dataset describes C18H22FN3O3S in the gas phase in a non-equilibrium geometry. The level of theory is ωB97M-V/def2-TZVPD.

ORCA input file:
```
! wB97M-V def2-TZVPD RIJCOSX def2/J DEFGRID3
* xyz 0 1
H 0.125 -3.955 1.280
C -3.162 1.769 1.412
S -2.021 3.493 -0.347
C 1.432 2.059 -0.573
C 3.340 2.281 2.412
C -3.875 1.496 -0.875
H 2.401 2.684 2.783
O 1.494 3.186 -1.035
C 1.336 -3.804 -0.489
H 5.529 2.325 0.736
C 3.374 2.332 0.888
H -0.453 3.585 -2.099
C -4.685 0.442 -0.495
H 0.948 -5.447 0.819
H -1.455 -5.685 0.386
H -0.602 -5.658 -1.156
N 2.257 1.574 0.362
C 0.271 -0.262 -1.041
O -0.861 -0.616 -1.692
C -0.860 -5.066 -0.281
F -5.510 -0.965 1.206
H -4.040 0.416 2.832
H 4.699 1.828 -0.742
C 0.399 -4.587 0.433
C -3.101 2.151 0.076
H 4.787 0.722 0.634
C 0.373 1.112 -1.033
N -1.513 0.493 -2.100
C -1.288 2.907 -1.929
H -2.562 2.295 2.138
C -4.724 0.070 0.836
H -2.027 2.968 -2.725
C -3.981 0.727 1.801
H 3.243 3.363 0.542
C -0.807 1.529 -1.730
H -1.477 -4.228 -0.596
H -0.057 -2.644 -1.573
H 2.227 0.583 0.595
C 4.684 1.765 0.343
H -3.848 1.797 -1.908
C 1.093 -1.369 -0.492
H 1.603 -4.415 -1.357
H -5.284 -0.086 -1.220
H 2.245 -3.526 0.049
N 0.738 -2.575 -0.957
H 3.437 1.252 2.753
H 4.157 2.865 2.826
O 2.002 -1.186 0.304
*
```

## Properties
Energy above the lowest of the compared OMol25 structures with the same formula, charge and spin   9.7 kcal/mol
DFT total energy   -1587.1628 Ha
Strongest force on any atom   0.0251 hartree/bohr
SMILES   CCCNC(=O)c1onc(CSc2ccc(F)cc2)c1C(=O)NC(C)C
HOMO level   -8.301 eV
Lowest unoccupied orbital energy   0.0 eV

The natural (NBO) scheme yields these atomic charges, measured in e:
1. H 0.207
2. C -0.200
3. S 0.262
4. C 0.667
5. C -0.607
6. C -0.184
7. H 0.216
8. O -0.643
9. C -0.227
10. H 0.209
11. C -0.057
12. H 0.293
13. C -0.278
14. H 0.208
15. H 0.220
16. H 0.202
17. N -0.608
18. C 0.220
19. O -0.278
20. C -0.614
21. F -0.327
22. H 0.231
23. H 0.216
24. C -0.400
25. C -0.198
26. H 0.205
27. C -0.191
28. N -0.106
29. C -0.565
30. H 0.226
31. C 0.398
32. H 0.233
33. C -0.283
34. H 0.226
35. C 0.165
36. H 0.200
37. H 0.415
38. H 0.434
39. C -0.610
40. H 0.225
41. C 0.639
42. H 0.196
43. H 0.231
44. H 0.236
45. N -0.583
46. H 0.202
47. H 0.210
48. O -0.635



Record 6
This record from the OMol25 dataset describes 3 unconnected molecules or ions with the total composition C19H26N2O7Si. The level of theory is ωB97M-V/def2-TZVPD.

ORCA input file:
```
! wB97M-V def2-TZVPD RIJCOSX def2/J DEFGRID3
* xyz 0 1
H 6.880 -1.140 1.756
C 3.603 -0.224 -0.604
O -5.120 -1.434 3.333
C 4.539 -1.259 -0.847
H 2.296 -3.731 -1.541
H -7.361 0.737 2.181
H 6.215 -2.671 1.171
C 7.158 -2.188 -2.075
C 7.101 0.628 -0.901
H -1.773 -0.197 -0.829
O -4.169 3.223 -0.708
H 7.688 -3.048 -1.664
O -5.679 2.199 0.611
H -1.025 -0.201 0.760
O 0.405 -1.911 -1.161
O -6.088 4.253 -0.120
N 4.064 1.005 -0.227
H 8.038 0.589 -1.459
C 1.747 -1.738 -1.066
C -7.310 3.781 0.466
C -6.831 2.648 1.351
H 4.703 -3.311 -1.368
C 2.207 -0.441 -0.721
H -8.702 1.885 2.057
H -4.447 -1.617 -0.848
C 3.179 1.935 -0.025
Si 6.421 -1.108 -0.704
H -4.621 0.012 -0.146
H -7.794 4.589 1.007
O -5.198 -1.531 1.086
H -6.472 3.033 2.309
H -2.561 -2.126 0.591
H 6.414 1.299 -1.409
H -7.965 3.426 -0.333
C 4.028 -2.486 -1.174
C -4.337 -1.023 0.056
C -2.968 -1.115 0.695
C 6.917 -1.866 0.945
C -1.971 -0.088 0.236
H -8.082 1.071 0.607
H 6.417 -2.537 -2.792
H 3.531 2.918 0.270
C -5.206 3.227 -0.130
N 1.299 0.547 -0.500
C 1.786 1.707 -0.170
H 7.322 1.051 0.081
C -7.803 1.517 1.562
O -3.310 -0.932 2.088
C 2.647 -2.737 -1.285
H -2.349 0.918 0.426
H 0.232 -2.834 -1.376
H 1.090 2.521 0.006
H 7.910 -2.312 0.881
H 7.894 -1.598 -2.625
C -4.590 -1.313 2.275
*
```

## Properties
DFT total energy   -1665.3611 Ha
Strongest force on any atom   0.0067 hartree/bohr
SMILES   C[Si](C)(C)c1ccc(O)c2nccnc12.C[C@@H]1COC(=O)O1.C[C@@H]1COC(=O)O1
HOMO level   -8.612 eV
Lowest unoccupied orbital energy   -0.2 eV

The natural (NBO) scheme yields these atomic charges, measured in e:
1. H 0.238
2. C 0.130
3. O -0.588
4. C -0.455
5. H 0.209
6. H 0.245
7. H 0.236
8. C -1.109
9. C -1.105
10. H 0.233
11. O -0.576
12. H 0.234
13. O -0.507
14. H 0.237
15. O -0.649
16. O -0.491
17. N -0.378
18. H 0.229
19. C 0.307
20. C -0.094
21. C 0.067
22. H 0.213
23. C 0.109
24. H 0.222
25. H 0.198
26. C 0.021
27. Si 1.622
28. H 0.201
29. H 0.206
30. O -0.501
31. H 0.187
32. H 0.175
33. H 0.253
34. H 0.183
35. C -0.163
36. C -0.101
37. C 0.070
38. C -1.104
39. C -0.629
40. H 0.218
41. H 0.236
42. H 0.196
43. C 0.972
44. N -0.369
45. C 0.006
46. H 0.240
47. C -0.631
48. O -0.495
49. C -0.294
50. H 0.225
51. H 0.480
52. H 0.199
53. H 0.234
54. H 0.238
55. C 0.971



Record 7
This record from the OMol25 dataset describes 2 unconnected molecules or ions with the total composition C4H4BrClO in a non-equilibrium geometry. The level of theory is ωB97M-V/def2-TZVPD.

ORCA input file:
```
! wB97M-V def2-TZVPD RIJCOSX def2/J DEFGRID3
* xyz 0 1
O 2.234 -3.738 -0.916
C 1.482 -2.996 -0.397
C -0.801 0.086 1.179
Br -1.446 -1.347 2.098
C -0.087 1.160 1.215
H -1.350 1.122 -0.568
Cl 2.056 -2.211 1.043
C -0.547 0.674 -0.162
H 0.216 1.997 1.693
H 0.457 -2.683 -0.556
H 0.272 0.136 -0.753
*
```

## Properties
Energy above the lowest of the compared OMol25 structures with the same formula, charge and spin   55.0 kcal/mol
DFT total energy   -3264.1344 Ha
Strongest force on any atom   0.0946 hartree/bohr
SMILES   BrC1=CC1.O=CCl
HOMO level   -9.468 eV
Lowest unoccupied orbital energy   0.6 eV

The natural (NBO) scheme yields these atomic charges, measured in e:
1. O -0.465
2. C 0.377
3. C -0.123
4. Br 0.138
5. C -0.189
6. H 0.187
7. Cl -0.075
8. C -0.409
9. H 0.220
10. H 0.163
11. H 0.176



Record 8
This record from the OMol25 dataset describes C4H5NO in the gas phase in a non-equilibrium geometry. The level of theory is ωB97M-V/def2-TZVPD.

ORCA input file:
```
! wB97M-V def2-TZVPD RIJCOSX def2/J DEFGRID3
* xyz 0 1
H -1.855 -1.083 0.513
H -0.087 1.900 1.026
N 0.882 -1.383 0.348
C 0.612 1.136 0.644
H -2.019 0.597 0.003
C 1.374 -0.706 -0.576
C -1.427 -0.321 -0.166
H -1.637 -0.650 -1.184
H 2.262 -0.718 -1.236
O 1.803 1.356 0.574
C 0.092 -0.128 0.054
*
```

## Properties
Energy above the lowest of the compared OMol25 structures with the same formula, charge and spin   67.8 kcal/mol
DFT total energy   -285.3065 Ha
Strongest force on any atom   0.0335 hartree/bohr
SMILES   C[C@]1(C=O)C=N1
HOMO level   -9.611 eV
Lowest unoccupied orbital energy   0.6 eV

The natural (NBO) scheme yields these atomic charges, measured in e:
1. H 0.229
2. H 0.130
3. N -0.304
4. C 0.399
5. H 0.220
6. C 0.126
7. C -0.632
8. H 0.225
9. H 0.244
10. O -0.529
11. C -0.107